Entry 1:
An isolated molecule of C3H2N2O2. Source: the Open Molecules 2025 dataset; level of theory: the ωB97M-V functional and the def2-TZVPD basis.

XYZ file:
```
9
C3H2N2O2 | the Open Molecules 2025 dataset | the ωB97M-V functional and the def2-TZVPD basis
N 3.30 0.17 0.01
C 2.15 0.08 -0.04
C 0.72 0.20 -0.05
N 0.13 1.36 -0.03
O -1.26 1.01 -0.05
C -1.37 -0.43 0.03
O -0.03 -0.88 -0.09
H -1.96 -0.81 -0.82
H -1.68 -0.70 1.04
```

Results
SMILES   N#CC1=NOCO1

***

Entry 2:
An isolated molecule of C3H2N2O2. Source: the Open Molecules 2025 dataset; level of theory: the ωB97M-V functional and the def2-TZVPD basis.

XYZ file:
```
9
C3H2N2O2 | the Open Molecules 2025 dataset | the ωB97M-V functional and the def2-TZVPD basis
N -1.88 1.96 -0.02
C -1.54 0.86 -0.07
C -1.20 -0.55 0.00
O -2.08 -1.38 0.02
C 0.25 -0.76 0.00
N 0.90 0.34 0.06
O 2.22 0.18 -0.09
H 0.75 -1.75 -0.23
H 2.58 1.11 0.35
```

Results
SMILES   N#CC(=O)/C=N/O

***

Entry 3:
An isolated molecule of C3H2N2O2S. Source: the Open Molecules 2025 dataset; level of theory: the ωB97M-V functional and the def2-TZVPD basis.

XYZ file:
```
10
C3H2N2O2S | the Open Molecules 2025 dataset | the ωB97M-V functional and the def2-TZVPD basis
O 2.09 -0.93 0.10
C 0.87 -0.33 0.03
C -0.32 -0.89 -0.05
C -1.51 0.10 -0.06
S -3.15 -0.26 -0.01
O -1.23 1.37 0.22
N 0.09 1.92 -0.04
N 0.99 1.14 -0.22
H 2.76 -0.14 0.20
H -0.57 -1.98 -0.17
```

Results
SMILES   Oc1cc(=S)onn1

***

Entry 4:
An isolated molecule of C3H2N2O3. Source: the Open Molecules 2025 dataset; level of theory: the ωB97M-V functional and the def2-TZVPD basis.

XYZ file:
```
10
C3H2N2O3 | the Open Molecules 2025 dataset | the ωB97M-V functional and the def2-TZVPD basis
O 2.64 -0.01 -0.02
C 1.65 -0.73 0.08
N 0.24 -0.33 -0.32
O -0.74 -1.44 0.04
N -2.03 -0.81 0.07
C -1.75 0.47 0.03
C -0.32 0.89 -0.11
O 0.07 2.04 0.14
H 1.80 -1.88 0.64
H -2.49 1.33 -0.05
```

Results
SMILES   O=Cn1oncc1=O

***

Entry 5:
An isolated molecule of C3H2N2O3. Source: the Open Molecules 2025 dataset; level of theory: the ωB97M-V functional and the def2-TZVPD basis.

XYZ file:
```
10
C3H2N2O3 | the Open Molecules 2025 dataset | the ωB97M-V functional and the def2-TZVPD basis
O -2.11 0.11 1.90
N -1.34 -0.73 1.46
C -0.24 -0.48 0.57
C 0.55 -1.39 -0.06
N 1.11 -0.62 -1.05
C 0.79 0.72 -0.98
O 1.25 1.50 -1.75
O -0.07 0.84 0.06
H 0.69 -2.48 0.06
H 1.73 -0.81 -1.83
```

Results
SMILES   O=Nc1c[nH]c(=O)o1

***

Entry 6:
A cluster of 2 separate species, C3H2N2O3 in total. Source: the Open Molecules 2025 dataset; level of theory: the ωB97M-V functional and the def2-TZVPD basis.

XYZ file:
```
10
C3H2N2O3 | the Open Molecules 2025 dataset | the ωB97M-V functional and the def2-TZVPD basis
C 0.18 1.91 -0.99
C -0.77 -2.50 0.46
C 0.78 -0.62 0.47
N 0.64 2.25 0.05
N -0.38 -1.41 0.87
O -0.19 1.68 -2.07
O -0.90 -3.61 0.50
O -0.52 -0.06 0.78
H 0.72 -0.63 -0.71
H 0.44 3.00 0.64
```

***

Entry 7:
An isolated molecule of C3H2N2S2. Source: the Open Molecules 2025 dataset; level of theory: the ωB97M-V functional and the def2-TZVPD basis.

XYZ file:
```
9
C3H2N2S2 | the Open Molecules 2025 dataset | the ωB97M-V functional and the def2-TZVPD basis
C -0.76 -0.58 1.32
C -1.62 -0.32 -0.95
C -0.77 0.10 0.12
N -0.73 -1.12 2.35
N -2.20 -0.70 -1.85
S 0.62 1.12 -0.21
S 2.58 0.81 -1.16
H 0.73 1.11 1.08
H 2.15 -0.41 -0.71
```

***

Entry 8:
The ion C3H2N3O with charge +1. Source: the Open Molecules 2025 dataset; level of theory: the ωB97M-V functional and the def2-TZVPD basis.

XYZ file:
```
9
C3H2N3O | the Open Molecules 2025 dataset | the ωB97M-V functional and the def2-TZVPD basis
N 4.16 0.30 0.00
N 3.10 0.03 -0.03
C 1.42 -0.12 -0.03
C 0.52 0.91 -0.07
N -0.67 0.29 -0.02
C -0.45 -0.99 0.05
O 0.84 -1.31 0.04
H 0.64 1.97 -0.13
H -1.20 -1.76 0.10
```

Results
Total charge   +1
SMILES   N#[N+]c1cnco1

***

What are the energy relative to the best compared isomer or geometry (same formula, charge and spin) values for these records? In order: 63.4 68.9 109.0 132.6 91.2 197.7 69.6 32.3 kcal per mole.
What are the strongest force on any atom values for these records? In order: 2.46 4.63 3.23 4.37 3.13 3.77 3.37 3.40 eV Å⁻¹.